{
  "formula": "C15H11AsBrN3O2ReS4",
  "method": "ωB97M-V with the def2-TZVPD basis set",
  "elements": ["Re", "N", "C", "C", "C", "C", "C", "C", "C", "C", "N", "C", "H", "H", "H", "H", "H", "H", "H", "H", "S", "As", "S", "S", "S", "Br", "C", "C", "N", "C", "C", "C", "C", "O", "O", "H", "H", "H"],
  "coordinates": [[0.15, -0.04, 0.73], [2.28, 0.19, 0.35], [2.61, 1.62, 0.16], [3.89, 2.09, 0.08], [4.10, 3.47, -0.13], [3.04, 4.32, -0.28], [1.72, 3.83, -0.19], [0.57, 4.64, -0.32], [-0.69, 4.10, -0.20], [-0.82, 2.75, 0.03], [0.24, 1.93, 0.18], [1.52, 2.46, 0.05], [2.55, -0.33, -0.49], [2.82, -0.22, 1.11], [4.74, 1.42, 0.18], [5.12, 3.85, -0.19], [3.20, 5.38, -0.46], [0.70, 5.71, -0.50], [-1.58, 4.71, -0.29], [-1.80, 2.30, 0.13], [-3.75, 1.46, 3.08], [-2.89, -0.32, 3.04], [-1.93, -0.65, 0.09], [-0.08, 0.12, 2.81], [-3.10, -2.18, 3.68], [2.68, -6.93, -0.20], [1.01, -6.11, -0.15], [-0.15, -6.87, -0.27], [-1.39, -6.35, -0.28], [-1.51, -5.04, -0.16], [-0.39, -4.20, 0.02], [0.90, -4.76, 0.01], [-0.55, -2.82, 0.16], [-1.78, -2.33, 0.14], [0.45, -2.00, 0.30], [-0.09, -7.95, -0.37], [-2.52, -4.64, -0.19], [1.78, -4.15, 0.14]],
  "total_energy_ha": -7372.76152,
  "spin_multiplicity": 1,
  "charge": 3,
  "gap_ha": 0.145,
  "e_lumo_ev": -12.8
}